Molecular formula: C10H35FN13O7Tl
Method: DFT, the ωB97M-V functional and the def2-TZVPD basis

Its total charge is +2. As for the lowest unoccupied orbital energy: -11.7 eV. The calculation puts the frontier orbital gap at 0.056 hartree. The value obtained for the molar mass is 672.855 u.

Each line ends with the natural charge from an NBO analysis.
Element x y z (Å)
1 Tl 0.691 0.042 0.684  1.00
2 F 2.709 4.400 1.062  -0.31
3 C -0.571 5.157 -3.463  0.74
4 O -0.554 3.986 -3.132  -0.58
5 N -1.256 5.652 -4.456  -0.80
6 N -0.122 6.099 -2.696  -0.75
7 H -1.607 4.986 -5.129  0.41
8 H -1.424 6.630 -4.645  0.41
9 H 0.459 5.771 -1.937  0.42
10 H -0.365 7.066 -2.857  0.41
11 C 2.430 -4.955 -3.666  0.75
12 O 2.469 -4.184 -2.749  -0.63
13 N 3.384 -4.976 -4.549  -0.81
14 N 1.566 -5.953 -3.835  -0.82
15 H 4.232 -4.541 -4.217  0.41
16 H 3.495 -5.731 -5.211  0.38
17 H 1.758 -6.533 -4.639  0.39
18 H 0.839 -6.099 -3.148  0.42
19 C 5.209 2.287 -4.232  0.74
20 O 4.557 1.777 -3.333  -0.56
21 N 6.335 1.957 -4.729  -0.79
22 N 4.773 3.394 -4.805  -0.80
23 H 6.548 0.972 -4.669  0.42
24 H 6.694 2.574 -5.444  0.40
25 H 5.226 3.835 -5.592  0.39
26 H 3.903 3.746 -4.431  0.41
27 C -2.451 -5.990 0.378  0.75
28 O -1.939 -4.988 0.774  -0.64
29 N -2.600 -7.105 1.005  -0.82
30 N -2.896 -6.041 -0.867  -0.82
31 H -2.500 -7.057 2.009  0.41
32 H -2.977 -7.965 0.633  0.40
33 H -2.892 -5.236 -1.478  0.41
34 H -3.512 -6.835 -0.968  0.38
35 C -1.974 -0.601 6.897  0.76
36 O -1.745 -0.558 5.735  -0.63
37 N -1.037 -0.854 7.769  -0.81
38 N -3.173 -0.458 7.496  -0.81
39 H -0.091 -0.734 7.435  0.42
40 H -1.361 -1.087 8.696  0.39
41 H -3.045 -0.770 8.448  0.37
42 H -4.060 -0.587 7.030  0.41
43 C 7.225 -1.651 2.375  0.74
44 O 6.058 -1.704 2.022  -0.58
45 N 7.534 -1.215 3.554  -0.78
46 N 8.255 -1.780 1.593  -0.80
47 H 6.885 -1.275 4.325  0.41
48 H 8.502 -1.129 3.829  0.39
49 H 8.109 -1.973 0.613  0.42
50 H 9.173 -1.622 1.984  0.40
51 C -6.824 1.795 -0.265  -0.63
52 C -5.235 1.983 -0.110  -0.06
53 C -4.911 2.985 1.123  -0.07
54 O -3.506 3.022 1.422  -0.48
55 C -3.215 3.930 2.471  -0.28
56 N -4.615 0.692 0.122  -0.68
57 H -7.405 1.442 0.588  0.23
58 H -7.179 1.153 -1.071  0.23
59 H -7.145 2.819 -0.454  0.23
60 H -4.726 2.339 -1.006  0.21
61 H -5.441 2.594 1.991  0.17
62 H -5.408 3.948 1.005  0.20
63 H -3.512 3.592 3.464  0.19
64 H -3.616 4.928 2.296  0.19
65 H -2.167 4.215 2.565  0.21
66 H -4.982 0.092 -0.603  0.37
67 H -4.974 0.327 0.992  0.36